# 1
The following is a quantum chemistry calculation of a 7-piece molecular cluster, C13H42N2O7 overall in a non-equilibrium geometry, from the OMol25 dataset.

Atoms and positions in Å:
C -3.13 -0.12 -1.25
O -3.00 0.03 0.23
C -1.86 -0.52 0.82
C -1.67 0.15 2.19
C -1.06 1.57 2.00
N -0.89 -0.51 3.09
H -2.44 0.47 -1.81
H -4.09 0.25 -1.52
H -2.66 -1.13 -1.44
H -2.11 -1.63 0.81
H -1.08 -0.26 0.12
H -2.81 0.29 2.56
H -1.06 2.15 2.99
H -1.76 1.99 1.23
H -0.23 1.70 1.39
H -1.44 -1.35 3.11
H -1.08 0.09 3.97
C 0.39 -3.49 -1.42
O 0.24 -3.82 -0.08
C -0.92 -3.20 0.45
C -0.92 -3.49 1.99
C 0.11 -2.69 2.73
N -0.58 -4.92 2.03
H 1.24 -4.18 -1.71
H 0.39 -2.49 -1.60
H -0.64 -3.92 -1.82
H -0.74 -2.06 0.42
H -1.84 -3.42 -0.07
H -1.92 -3.17 2.54
H 1.16 -3.07 2.37
H 0.19 -3.02 3.77
H 0.12 -1.55 2.62
H -0.22 -4.82 1.30
H -1.33 -5.55 1.68
C -0.63 1.62 -3.73
O 0.45 0.82 -3.24
H -1.55 1.61 -3.14
H -1.06 1.32 -4.72
H -0.40 2.54 -3.86
H 1.03 0.38 -3.99
C 3.69 -1.02 1.15
O 5.05 -0.76 1.26
H 3.65 -2.07 0.90
H 3.38 -0.51 0.32
H 3.05 -0.89 2.09
H 5.17 0.01 1.80
C 3.60 2.90 -1.37
O 2.38 3.45 -0.69
H 3.96 3.61 -2.11
H 3.25 1.93 -1.87
H 4.49 2.83 -0.67
H 1.73 2.78 -0.76
C 0.43 0.62 -0.05
O 0.50 1.38 -1.20
H -0.44 0.59 0.51
H 1.02 1.23 0.67
H 0.81 -0.39 -0.02
H -0.39 1.46 -1.69
C -0.75 4.82 -1.60
O -1.67 5.76 -2.05
H -0.50 5.00 -0.75
H 0.27 4.49 -2.27
H -0.98 3.78 -1.27
H -1.90 6.43 -1.31

The structure (SMILES) is COC[C@H](C)N.COC[C@H](C)N.CO.CO.CO.CO.CO. The value obtained for the molar mass is 338.5 g mol⁻¹. For the HOMO energy, the calculation gives -8.98 eV. The calculation puts the gap between HOMO and LUMO at 9.292 eV. The total energy is -1156.01978 Eh.

The Löwdin scheme yields these atomic charges, measured in e: number 1, C, carries 0.01; number 2, O, carries -0.19; number 3, C, carries -0.27; number 4, C, carries -0.43; number 5, C, carries -0.05; number 6, N, carries -0.02; number 7, H, carries 0.03; number 8, H, carries 0.08; number 9, H, carries 0.11; number 10, H, carries 0.11; number 11, H, carries 0.05; number 12, H, carries 0.19; number 13, H, carries 0.12; number 14, H, carries 0.11; number 15, H, carries 0.00; number 16, H, carries 0.06; number 17, H, carries 0.16; number 18, C, carries -0.08; number 19, O, carries -0.22; number 20, C, carries -0.23; number 21, C, carries -0.39; number 22, C, carries -0.12; number 23, N, carries 0.10; number 24, H, carries 0.12; number 25, H, carries 0.04; number 26, H, carries 0.13; number 27, H, carries 0.09; number 28, H, carries 0.13; number 29, H, carries 0.16; number 30, H, carries 0.11; number 31, H, carries 0.09; number 32, H, carries 0.04; number 33, H, carries -0.13; number 34, H, carries 0.11; number 35, C, carries -0.14; number 36, O, carries -0.17; number 37, H, carries 0.07; number 38, H, carries 0.11; number 39, H, carries 0.01; number 40, H, carries 0.17; number 41, C, carries -0.18; number 42, O, carries -0.11; number 43, H, carries 0.07; number 44, H, carries 0.03; number 45, H, carries 0.11; number 46, H, carries 0.07; number 47, C, carries -0.10; number 48, O, carries -0.15; number 49, H, carries 0.05; number 50, H, carries 0.09; number 51, H, carries 0.08; number 52, H, carries -0.03; number 53, C, carries -0.19; number 54, O, carries -0.14; number 55, H, carries -0.03; number 56, H, carries 0.11; number 57, H, carries 0.11; number 58, H, carries 0.10; number 59, C, carries -0.20; number 60, O, carries -0.10; number 61, H, carries -0.04; number 62, H, carries 0.16; number 63, H, carries 0.07; number 64, H, carries 0.14

# 2
The following is a quantum chemistry calculation of C22H45N4O4PrS as an isolated structure in a non-equilibrium geometry, from the OMol25 dataset.

Atoms and positions in Å:
Pr -1.97 0.64 0.35
C 0.44 -3.11 2.29
C 0.33 -3.26 0.78
C 1.68 -3.06 0.07
C 2.58 -1.82 0.29
C 3.41 -1.89 1.57
C 3.48 -1.65 -0.92
N 1.68 -0.56 0.41
C 2.37 0.77 0.30
C 1.52 1.91 0.81
N 0.28 2.24 0.07
C -0.29 3.36 0.87
C -1.75 3.72 0.67
O -2.17 4.80 0.94
O -2.55 2.67 0.30
C 0.63 2.67 -1.36
C -0.06 3.96 -1.82
C 0.57 1.57 -2.43
C -0.73 0.88 -2.90
C -0.52 0.37 -4.33
C -1.96 1.79 -2.92
N -1.08 -0.25 -1.97
C -0.34 -1.52 -2.15
C -0.90 -2.63 -1.27
N -0.78 -2.42 0.20
C -2.07 -2.84 0.84
C -2.95 -1.62 0.74
O -3.28 -1.17 -0.40
O -3.01 -0.83 1.74
H 1.38 -3.52 2.64
H -0.34 -3.63 2.83
H 0.40 -2.06 2.61
H 0.06 -4.31 0.57
H 1.54 -3.17 -1.01
H 2.30 -3.91 0.35
H 3.95 -2.84 1.57
H 2.82 -1.84 2.48
H 4.17 -1.10 1.61
H 4.02 -2.59 -1.06
H 4.23 -0.87 -0.79
H 2.92 -1.46 -1.84
H 0.93 -0.63 -0.28
H 1.20 -0.62 1.31
H 2.67 0.87 -0.74
H 3.27 0.70 0.90
H 2.17 2.79 0.86
H 1.24 1.69 1.85
H 0.31 4.27 0.78
H -0.21 3.07 1.92
H 1.70 2.93 -1.31
H -1.14 3.94 -1.76
H 0.20 4.12 -2.86
H 0.30 4.84 -1.28
H 1.28 0.77 -2.21
H 1.00 2.05 -3.32
H -0.49 1.22 -5.01
H -1.34 -0.28 -4.64
H 0.42 -0.17 -4.45
H -1.78 2.68 -3.53
H -2.27 2.16 -1.94
H -2.80 1.26 -3.37
H -2.04 -0.50 -2.19
H 0.73 -1.36 -1.99
H -0.41 -1.86 -3.19
H -0.43 -3.58 -1.55
H -1.95 -2.75 -1.52
H -1.93 -3.04 1.89
H -2.51 -3.71 0.36
C -2.57 2.06 3.71
S -1.11 1.06 3.32
C -1.43 -0.35 4.37
H -3.48 1.53 3.45
H -2.52 3.00 3.15
H -2.56 2.29 4.77
H -1.53 -0.01 5.40
H -0.58 -1.02 4.32
H -2.33 -0.87 4.05

As for the spin multiplicity: 3. The value obtained for the molar mass is 602.6 g mol⁻¹. For the HOMO energy (alpha / beta), the calculation gives -15.07 / -15.06 eV. The calculation puts the gap between HOMO and LUMO (alpha / beta) at 9.696 / 9.771 eV. The total energy is -2300.07178 Eh. The charge is +2.

The Löwdin scheme yields these atomic charges, measured in e: number 1, Pr, carries 1.28; number 2, C, carries -0.03; number 3, C, carries -0.32; number 4, C, carries -0.08; number 5, C, carries -0.46; number 6, C, carries 0.00; number 7, C, carries -0.01; number 8, N, carries 0.13; number 9, C, carries -0.08; number 10, C, carries -0.17; number 11, N, carries -0.14; number 12, C, carries -0.12; number 13, C, carries -0.58; number 14, O, carries 0.17; number 15, O, carries -0.26; number 16, C, carries -0.27; number 17, C, carries -0.01; number 18, C, carries -0.08; number 19, C, carries -0.52; number 20, C, carries -0.02; number 21, C, carries -0.01; number 22, N, carries -0.07; number 23, C, carries -0.17; number 24, C, carries -0.14; number 25, N, carries -0.09; number 26, C, carries -0.05; number 27, C, carries -0.62; number 28, O, carries -0.05; number 29, O, carries -0.12; number 30, H, carries 0.10; number 31, H, carries 0.09; number 32, H, carries 0.06; number 33, H, carries 0.16; number 34, H, carries 0.11; number 35, H, carries 0.15; number 36, H, carries 0.11; number 37, H, carries 0.09; number 38, H, carries 0.09; number 39, H, carries 0.12; number 40, H, carries 0.10; number 41, H, carries 0.09; number 42, H, carries 0.11; number 43, H, carries 0.14; number 44, H, carries 0.12; number 45, H, carries 0.14; number 46, H, carries 0.15; number 47, H, carries 0.10; number 48, H, carries 0.15; number 49, H, carries 0.09; number 50, H, carries 0.14; number 51, H, carries 0.08; number 52, H, carries 0.11; number 53, H, carries 0.10; number 54, H, carries 0.10; number 55, H, carries 0.14; number 56, H, carries 0.11; number 57, H, carries 0.10; number 58, H, carries 0.09; number 59, H, carries 0.11; number 60, H, carries 0.06; number 61, H, carries 0.12; number 62, H, carries 0.11; number 63, H, carries 0.09; number 64, H, carries 0.13; number 65, H, carries 0.14; number 66, H, carries 0.13; number 67, H, carries 0.12; number 68, H, carries 0.15; number 69, C, carries -0.30; number 70, S, carries 0.81; number 71, C, carries -0.34; number 72, H, carries 0.07; number 73, H, carries 0.05; number 74, H, carries 0.07; number 75, H, carries 0.06; number 76, H, carries 0.03; number 77, H, carries 0.05

# 3
The following is a quantum chemistry calculation of C32H33AlN7O4S as an isolated structure, from the OMol25 dataset.

Atoms and positions in Å:
Al -0.23 -0.21 -0.23
O 3.12 -0.96 1.82
C 2.02 -0.63 1.40
N 1.60 -0.59 0.12
C 2.29 -1.46 -0.79
C 1.28 -2.47 -1.31
C 1.64 -3.54 -2.13
C 0.67 -4.43 -2.54
C -0.64 -4.24 -2.13
C -0.93 -3.14 -1.34
N 0.01 -2.27 -0.94
C 0.90 -0.36 2.37
C 1.12 -0.10 3.71
C 0.02 0.01 4.55
C -1.25 -0.16 4.03
C -1.39 -0.41 2.67
N -0.34 -0.50 1.86
H 2.76 -0.92 -1.63
H 3.09 -1.99 -0.27
H 2.68 -3.67 -2.42
H 0.93 -5.27 -3.17
H -1.43 -4.92 -2.41
H -1.93 -2.94 -1.00
H 2.13 -0.01 4.06
H 0.16 0.21 5.60
H -2.13 -0.09 4.65
H -2.36 -0.52 2.22
C -5.33 0.96 -0.20
N -4.29 -0.07 -0.13
C -4.60 -1.31 0.56
C -3.06 0.22 -0.49
O -2.10 -0.58 -0.35
H -6.26 0.50 -0.53
H -5.03 1.73 -0.92
H -5.46 1.43 0.77
H -5.63 -1.59 0.33
H -4.51 -1.19 1.64
H -3.93 -2.10 0.24
H -2.92 1.19 -0.96
N 0.07 0.21 -2.17
S -1.06 0.68 -3.18
C -0.23 1.59 -4.48
C -0.90 1.82 -5.67
C -0.26 2.53 -6.67
C 1.03 3.01 -6.47
C 1.68 2.79 -5.26
C 1.05 2.08 -4.25
C -1.64 -0.74 -4.11
C -2.99 -1.05 -4.05
C -3.45 -2.18 -4.71
C -2.56 -3.00 -5.39
C -1.20 -2.68 -5.43
C -0.74 -1.54 -4.79
H 0.83 -0.24 -2.67
H -1.90 1.44 -5.82
H -0.77 2.72 -7.61
H 1.53 3.56 -7.26
H 2.68 3.18 -5.10
H 1.53 1.94 -3.29
H -3.67 -0.40 -3.51
H -4.50 -2.43 -4.68
H -2.92 -3.88 -5.90
H -0.51 -3.31 -5.97
H 0.32 -1.29 -4.83
C -3.03 4.82 3.60
N -2.28 3.98 2.67
C -1.03 4.31 2.26
C -0.34 3.54 1.40
C -0.99 2.36 0.93
O -0.35 1.57 0.13
N -2.22 2.05 1.30
C -2.92 2.83 2.17
O -4.06 2.58 2.55
H -2.34 5.52 4.07
H -3.50 4.19 4.35
H -3.81 5.37 3.08
H -0.61 5.21 2.69
H 0.67 3.78 1.08

The value obtained for the molar mass is 638.7 g mol⁻¹. For the HOMO energy, the calculation gives -10.79 eV. The calculation puts the gap between HOMO and LUMO at 8.666 eV. The total energy is -2564.16158 Eh. The charge is +1.

The Löwdin scheme yields these atomic charges, measured in e: number 1, Al, carries -0.09; number 2, O, carries 0.07; number 3, C, carries -0.44; number 4, N, carries 0.02; number 5, C, carries -0.12; number 6, C, carries -0.22; number 7, C, carries 0.00; number 8, C, carries -0.04; number 9, C, carries -0.05; number 10, C, carries -0.08; number 11, N, carries 0.11; number 12, C, carries -0.13; number 13, C, carries 0.03; number 14, C, carries -0.02; number 15, C, carries -0.03; number 16, C, carries -0.08; number 17, N, carries 0.12; number 18, H, carries 0.13; number 19, H, carries 0.13; number 20, H, carries 0.13; number 21, H, carries 0.12; number 22, H, carries 0.11; number 23, H, carries 0.11; number 24, H, carries 0.13; number 25, H, carries 0.12; number 26, H, carries 0.12; number 27, H, carries 0.10; number 28, C, carries -0.01; number 29, N, carries -0.13; number 30, C, carries 0.00; number 31, C, carries -0.26; number 32, O, carries 0.00; number 33, H, carries 0.09; number 34, H, carries 0.10; number 35, H, carries 0.09; number 36, H, carries 0.10; number 37, H, carries 0.10; number 38, H, carries 0.09; number 39, H, carries 0.13; number 40, N, carries -0.23; number 41, S, carries 1.13; number 42, C, carries -0.38; number 43, C, carries -0.08; number 44, C, carries -0.06; number 45, C, carries -0.06; number 46, C, carries -0.06; number 47, C, carries -0.07; number 48, C, carries -0.39; number 49, C, carries -0.08; number 50, C, carries -0.06; number 51, C, carries -0.06; number 52, C, carries -0.06; number 53, C, carries -0.07; number 54, H, carries 0.05; number 55, H, carries 0.12; number 56, H, carries 0.11; number 57, H, carries 0.11; number 58, H, carries 0.11; number 59, H, carries 0.11; number 60, H, carries 0.11; number 61, H, carries 0.11; number 62, H, carries 0.11; number 63, H, carries 0.12; number 64, H, carries 0.12; number 65, C, carries -0.01; number 66, N, carries -0.05; number 67, C, carries -0.04; number 68, C, carries 0.03; number 69, C, carries -0.41; number 70, O, carries 0.01; number 71, N, carries 0.19; number 72, C, carries -0.50; number 73, O, carries 0.03; number 74, H, carries 0.09; number 75, H, carries 0.09; number 76, H, carries 0.10; number 77, H, carries 0.13; number 78, H, carries 0.12

# 4
The following is a quantum chemistry calculation of one molecule with the formula C14H17NO3 in a non-equilibrium geometry, from the OMol25 dataset.

Atoms and positions in Å:
C 1.61 2.98 1.50
C 2.14 1.60 1.65
O 3.25 1.21 1.95
N 0.92 0.71 1.94
C -0.25 1.63 1.93
O -1.37 1.26 2.17
O 0.15 2.87 1.67
H 2.05 3.59 2.31
H 1.86 3.43 0.53
C 2.14 -1.02 0.90
C 0.80 -0.53 1.25
C -0.14 -0.46 0.06
C -1.35 -1.19 0.12
C -1.81 -1.85 1.39
C -2.10 -1.38 -1.04
C -1.69 -0.84 -2.26
C -2.49 -1.12 -3.49
C -0.51 -0.10 -2.30
C 0.27 0.10 -1.15
C 1.56 0.85 -1.30
H 2.82 -1.15 1.74
H 2.15 -1.78 0.11
H 1.02 0.54 2.96
H 0.40 -1.22 1.99
H -2.79 -2.31 1.20
H -1.13 -2.65 1.70
H -1.94 -1.12 2.20
H -3.01 -1.97 -0.98
H -2.18 -0.46 -4.31
H -2.35 -2.16 -3.83
H -3.56 -0.98 -3.31
H -0.17 0.32 -3.25
H 1.71 1.11 -2.36
H 1.57 1.81 -0.75
H 2.43 0.27 -0.96

The value obtained for the molar mass is 247.3 g mol⁻¹. For the HOMO energy, the calculation gives -5.27 eV. The calculation puts the gap between HOMO and LUMO at 4.771 eV. The total energy is -823.96585 Eh.

The Löwdin scheme yields these atomic charges, measured in e: number 1, C, carries -0.01; number 2, C, carries -0.31; number 3, O, carries 0.14; number 4, N, carries 0.11; number 5, C, carries -0.42; number 6, O, carries 0.19; number 7, O, carries 0.10; number 8, H, carries 0.16; number 9, H, carries 0.15; number 10, C, carries -0.10; number 11, C, carries -0.39; number 12, C, carries -0.11; number 13, C, carries -0.20; number 14, C, carries -0.05; number 15, C, carries -0.01; number 16, C, carries -0.27; number 17, C, carries -0.06; number 18, C, carries 0.00; number 19, C, carries -0.19; number 20, C, carries -0.05; number 21, H, carries 0.02; number 22, H, carries 0.04; number 23, H, carries 0.22; number 24, H, carries 0.12; number 25, H, carries 0.08; number 26, H, carries 0.09; number 27, H, carries 0.07; number 28, H, carries 0.12; number 29, H, carries 0.07; number 30, H, carries 0.09; number 31, H, carries 0.08; number 32, H, carries 0.12; number 33, H, carries 0.08; number 34, H, carries 0.06; number 35, H, carries 0.07

# 5
The following is a quantum chemistry calculation of one molecule with the formula C3H2F5N2P in a non-equilibrium geometry, from the OMol25 dataset.

Atoms and positions in Å:
C 0.84 -2.43 0.95
C 0.75 -0.06 -1.13
C -1.10 1.76 0.23
N 0.02 -1.61 0.97
N -0.99 -0.90 0.85
F 1.07 0.76 -2.16
F 1.03 -1.35 -1.57
F 0.11 2.44 0.38
F -1.96 2.70 -0.33
F -1.63 1.54 1.47
P -1.14 0.01 -0.59
H 1.30 0.10 -0.30
H 1.71 -2.96 1.24

The value obtained for the molar mass is 192.0 g mol⁻¹. For the HOMO energy, the calculation gives -9.16 eV. The calculation puts the gap between HOMO and LUMO at 9.621 eV. The total energy is -1065.58670 Eh.

The Löwdin scheme yields these atomic charges, measured in e: number 1, C, carries 0.16; number 2, C, carries -0.49; number 3, C, carries -0.65; number 4, N, carries -0.20; number 5, N, carries -0.20; number 6, F, carries 0.03; number 7, F, carries -0.03; number 8, F, carries 0.05; number 9, F, carries 0.03; number 10, F, carries 0.04; number 11, P, carries 1.10; number 12, H, carries 0.07; number 13, H, carries 0.08

Which value of molar mass does entry 4 give?
247.3 g mol⁻¹